This record from the Open Molecules 2025 dataset describes C39H41Cl7N5O2Tl as an isolated structure at a distorted geometry. The level of theory is ωB97M-V/def2-TZVPD.

XYZ file:
```
95
Properties=species:S:1:pos:R:3:forces:R:3
Tl -2.450 -0.940 0.770 0.3 0.4 0.9
Cl -0.546 -3.494 0.086 -0.1 0.0 0.5
Cl -5.797 4.663 2.886 0.6 -0.8 -0.4
Cl -4.087 4.641 0.229 0.1 -0.1 -0.2
Cl -4.689 -0.670 3.475 0.0 0.9 0.0
Cl -2.598 2.014 -0.651 0.0 0.1 0.1
Cl 4.134 2.450 4.975 -0.2 0.1 -0.5
Cl -5.866 1.993 4.593 -0.1 0.4 -0.1
O 4.526 0.241 -3.838 -0.6 0.4 0.0
O -0.784 -1.184 2.026 -0.4 -0.2 -0.6
N -0.522 -0.347 -1.346 -0.5 0.5 -0.3
N 0.083 0.438 -3.352 -0.5 -0.2 -0.3
N -3.216 -3.189 2.472 -0.2 0.0 -0.4
N -3.932 -6.603 6.483 -0.2 -0.2 0.0
N 1.145 -0.085 -2.702 0.0 0.4 -1.7
C 3.916 1.074 1.209 0.8 -1.0 1.4
C 3.042 3.315 2.618 0.8 -0.4 0.5
C -4.177 3.203 1.159 -0.6 0.1 0.7
C -3.925 -5.961 5.532 0.3 0.2 -0.2
C 1.198 -0.752 3.149 0.7 0.1 1.3
C 2.352 -0.188 -3.498 -0.2 -0.9 -0.6
C -4.408 -3.772 2.591 0.1 0.4 -0.3
C -3.586 0.847 1.560 -0.1 0.0 -0.7
C 1.869 3.175 -3.649 -0.8 -1.5 -0.2
C 3.196 2.022 0.566 -0.4 1.2 -0.4
C 2.973 2.119 -5.542 -1.3 -1.8 -0.6
C 2.734 1.910 -0.844 0.7 0.1 -1.5
C -2.360 -2.664 -1.781 -0.5 -0.3 0.5
C -4.992 2.080 3.106 -0.4 -1.7 0.4
C -3.546 2.013 0.812 0.3 0.7 -0.3
C -4.718 -4.746 3.529 -0.8 0.8 -0.7
C -1.842 -2.947 -4.130 0.7 0.2 -0.5
C 3.354 0.915 -3.269 0.9 0.5 -0.4
C -2.226 -3.585 3.264 -1.1 -0.2 0.2
C 4.211 1.214 2.582 -0.2 0.0 -1.0
C -0.911 0.242 -2.529 1.7 -0.4 1.2
C 3.119 2.313 -4.039 0.3 0.3 0.4
C 0.066 1.119 2.085 -0.5 -0.5 -1.3
C -1.013 0.065 4.086 0.4 -0.1 0.2
C -2.457 -4.530 4.245 0.4 0.3 -0.1
C -0.172 -3.447 -2.517 0.1 -0.7 0.1
C -1.110 -3.181 -1.504 1.3 -0.5 -1.3
C -4.404 0.867 2.656 -0.2 0.4 0.5
C -3.720 -5.078 4.405 0.4 -0.6 0.7
C 2.823 3.158 1.287 -1.6 1.2 -1.0
C 3.629 1.019 -1.758 0.1 -0.9 1.3
C -0.529 -3.343 -3.854 -0.3 0.1 0.4
C -3.276 -2.253 -0.678 -1.1 0.2 -1.1
C -0.175 -0.206 2.814 -0.2 0.2 0.3
C 4.354 3.186 -3.810 -0.5 1.1 0.0
C -4.937 3.230 2.346 0.1 0.4 0.0
C -2.726 -2.594 -3.123 0.2 0.3 -0.5
C 3.792 2.340 3.245 0.1 -0.6 1.1
C 0.769 -0.536 -1.523 -0.7 -0.5 0.5
H 0.170 -3.580 -4.667 -0.3 0.1 0.5
H 5.315 0.776 -3.720 0.0 0.2 0.1
H 1.404 -1.051 -0.842 0.4 -0.2 0.4
H 1.736 1.517 -0.861 -0.6 -0.1 0.1
H 1.969 1.664 -5.702 0.4 0.3 -0.1
H 4.642 3.306 -2.775 -0.1 0.0 0.4
H -2.070 -2.846 -5.185 -0.5 0.0 0.1
H 2.202 3.961 0.819 0.6 -0.9 0.1
H -5.168 -3.363 1.930 -0.1 -0.3 0.0
H -2.013 0.406 3.785 0.2 -0.2 0.2
H 2.888 -1.129 -3.283 -0.4 0.4 0.2
H 0.812 -3.847 -2.231 -0.5 0.3 -0.1
H -3.582 -3.103 -0.085 0.0 -0.3 0.2
H 2.631 2.920 -1.274 0.3 -0.5 0.3
H -1.891 0.539 -2.743 -1.1 0.3 -0.3
H 2.652 4.129 3.186 -0.1 0.6 0.2
H 2.966 3.026 -6.115 0.0 0.8 0.1
H 1.695 -0.010 3.808 0.1 -0.4 -0.3
H 1.186 -1.697 3.725 -0.3 0.3 -0.4
H -1.079 -0.848 4.721 -0.1 0.6 -0.5
H -0.842 1.693 1.904 -0.3 0.1 0.4
H -0.553 0.870 4.691 -0.2 -0.3 -0.2
H 1.655 3.842 -4.483 0.1 0.0 0.0
H -1.657 -4.789 4.900 0.3 -0.3 0.5
H -5.746 -5.089 3.583 0.3 -0.2 0.2
H 1.814 -0.890 2.259 -0.1 0.0 0.0
H 3.647 -0.059 -1.343 -0.3 1.4 -0.7
H 0.414 0.922 1.039 0.3 0.1 0.9
H 4.711 0.423 3.099 0.3 -0.2 0.2
H -4.206 -1.761 -1.066 0.8 -0.5 0.2
H 4.194 4.208 -4.225 -0.1 -0.7 0.3
H 4.675 1.300 -1.613 0.0 0.3 -0.1
H -1.315 -3.044 3.138 0.7 0.1 0.0
H 3.651 1.454 -6.085 0.4 -0.1 0.6
H 0.757 1.714 2.658 0.3 0.4 -0.1
H 4.259 0.175 0.705 -0.1 0.1 0.1
H -3.697 -2.187 -3.392 0.0 -0.1 0.1
H 2.017 -0.273 -4.554 0.2 0.2 0.7
H 2.013 3.786 -2.785 0.2 0.3 0.5
H 5.208 2.820 -4.323 0.9 -0.5 -0.6
H 0.947 2.548 -3.501 0.9 0.6 -0.1
```
Positions in Å, forces in eV/Å.

Output
E_HOMO: -8.733 eV
Total charge: 0
Orbital gap: 8.52 eV
LUMO energy: -0.21 eV
ΔE to the lowest compared entry with this formula, charge and spin: 20.5 kJ/mol

Mulliken population analysis, charges in e, atoms 1 to 6: atom 1 (Tl): 1.45, atom 2 (Cl): -0.10, atom 3 (Cl): -0.18, atom 4 (Cl): -0.18, atom 5 (Cl): -0.15, atom 6 (Cl): -0.19


This record from the Open Molecules 2025 dataset describes C2H4N2 as an isolated structure at a distorted geometry. The level of theory is ωB97M-V/def2-TZVPD.

XYZ file:
```
8
Properties=species:S:1:pos:R:3:forces:R:3
N 0.743 -0.402 -0.003 1.7 -0.5 -1.5
N 0.696 1.003 0.219 2.2 1.4 1.3
C -0.428 -0.701 -0.737 0.3 2.9 2.9
C -0.059 0.204 1.034 -2.5 -1.1 -2.2
H -0.695 -1.715 -0.605 -0.6 -0.9 -0.8
H 0.371 1.664 -0.497 -0.6 -0.9 0.3
H 0.056 -0.164 2.072 -0.1 0.5 -0.8
H -0.685 0.111 -1.482 -0.4 -1.6 0.8
```
Positions in Å, forces in eV/Å.

Output
E_HOMO: -8.340 eV
Total charge: 0
Orbital gap: 8.89 eV
LUMO energy: 0.55 eV
ΔE to the lowest compared entry with this formula, charge and spin: 574.0 kJ/mol

Mulliken population analysis, charges in e, atoms 1 to 6: atom 1 (N): -0.26, atom 2 (N): -0.31, atom 3 (C): -0.29, atom 4 (C): -0.06, atom 5 (H): 0.31, atom 6 (H): 0.24


This record from the Open Molecules 2025 dataset describes one molecule with the formula C3H6N2O at a distorted geometry. The level of theory is ωB97M-V/def2-TZVPD.

XYZ file:
```
12
Properties=species:S:1:pos:R:3:forces:R:3
O -0.236 0.982 1.406 0.2 -0.4 0.4
N 0.209 -0.849 0.173 -0.1 0.2 -0.1
N 2.410 -1.306 -0.457 -0.2 0.2 0.2
C -0.649 0.210 0.570 0.4 1.1 0.0
C 1.545 -0.497 -0.003 0.1 -0.1 -0.1
C -1.859 0.733 -0.198 0.0 -0.3 -0.2
H -1.582 1.775 -0.433 -0.1 -0.5 0.0
H 3.297 -0.815 -0.567 -0.1 -0.2 0.0
H 1.705 0.556 0.242 0.2 -0.2 0.0
H -0.025 -1.812 -0.050 -0.4 0.5 -0.2
H -2.743 0.807 0.445 0.2 -0.3 -0.1
H -2.072 0.215 -1.127 -0.2 -0.2 0.0
```
Positions in Å, forces in eV/Å.

Output
SMILES: [H]/N=C/NC(C)=O
E_HOMO: -9.732 eV
Total charge: 0
Orbital gap: 10.55 eV
LUMO energy: 0.82 eV
ΔE to the lowest compared entry with this formula, charge and spin: 111.3 kJ/mol

Mulliken population analysis, charges in e, atoms 1 to 6: atom 1 (O): -0.51, atom 2 (N): -0.20, atom 3 (N): -0.64, atom 4 (C): 0.53, atom 5 (C): 0.07, atom 6 (C): -0.92


This record from the Open Molecules 2025 dataset describes one molecule with the formula C19H21FN2O3S at a distorted geometry. The level of theory is ωB97M-V/def2-TZVPD.

XYZ file:
```
47
Properties=species:S:1:pos:R:3:forces:R:3
S -2.372 -0.352 0.881 0.0 -0.1 -0.4
F 2.842 -1.520 0.152 0.1 0.1 0.0
O 2.131 2.352 -2.270 0.0 -0.1 -0.3
O -2.457 -1.584 1.613 -0.1 -0.1 -0.1
O -2.203 0.855 1.647 0.0 0.2 -0.2
N 2.553 2.004 -0.098 0.1 0.4 0.3
N -3.718 -0.274 -0.141 1.1 -0.3 0.5
C -0.964 -1.486 -1.227 0.0 -0.1 -0.1
C 0.086 -1.465 -2.140 -0.1 0.0 0.1
C -1.969 -2.587 -1.219 0.0 -0.3 -0.1
C -4.964 -0.610 0.525 -0.4 -0.3 0.5
C 2.699 1.156 1.069 0.1 -0.2 0.0
C 1.920 1.708 -1.261 0.0 0.1 0.0
C 5.204 0.942 1.340 0.0 -0.2 0.0
C 6.375 -1.059 0.722 0.0 0.0 0.0
C 3.987 0.372 0.989 -0.2 -0.2 0.0
C -5.434 0.691 1.191 -0.1 -0.1 0.0
C 0.926 0.594 -1.220 -0.3 -0.2 -0.1
C 4.006 -0.929 0.501 0.2 0.1 0.1
C -0.127 0.595 -0.313 0.2 0.2 0.0
C 6.387 0.237 1.210 0.1 0.1 0.0
C 5.176 -1.651 0.366 -0.2 0.0 0.0
C 1.012 -0.438 -2.147 0.0 0.2 0.1
C -4.814 1.804 0.328 0.0 0.1 0.0
C -1.050 -0.431 -0.326 -0.4 0.2 0.4
C -3.910 1.062 -0.674 0.0 0.6 -0.3
H -0.257 1.391 0.405 0.1 0.1 0.1
H -5.041 0.741 2.206 -0.1 0.0 0.0
H -2.939 1.537 -0.804 -0.1 0.1 -0.2
H -5.571 2.389 -0.191 0.0 0.0 0.0
H -4.776 -1.418 1.229 -0.2 -0.1 -0.1
H -4.215 2.472 0.944 -0.1 0.1 0.0
H 7.296 -1.611 0.620 0.1 -0.1 0.0
H 1.818 -0.432 -2.865 0.1 0.0 -0.1
H 1.850 0.475 1.126 0.1 0.2 0.1
H -6.520 0.752 1.232 0.0 0.0 0.1
H -2.126 -2.935 -0.201 0.0 -0.2 -0.1
H 3.243 2.740 -0.188 -0.1 -0.1 -0.1
H -2.926 -2.213 -1.581 -0.1 -0.1 0.0
H -1.646 -3.413 -1.847 0.0 0.0 0.0
H -5.674 -0.946 -0.237 0.1 0.0 0.0
H 7.321 0.699 1.491 0.1 0.0 0.0
H 5.218 1.951 1.725 0.0 0.1 0.1
H 5.135 -2.660 -0.015 0.0 -0.1 0.0
H 0.177 -2.268 -2.857 0.0 -0.1 0.0
H 2.705 1.793 1.959 -0.1 -0.1 -0.1
H -4.393 0.969 -1.651 0.1 0.0 0.1
```
Positions in Å, forces in eV/Å.

Output
SMILES: Cc1ccc(C(=O)NCc2ccccc2F)cc1S(=O)(=O)N1CCCC1
E_HOMO: -9.373 eV
Total charge: 0
Orbital gap: 10.05 eV
LUMO energy: 0.68 eV
ΔE to the lowest compared entry with this formula, charge and spin: 46.5 kJ/mol

Mulliken population analysis, charges in e, atoms 1 to 6: atom 1 (S): 1.69, atom 2 (F): -0.26, atom 3 (O): -0.66, atom 4 (O): -0.80, atom 5 (O): -0.73, atom 6 (N): 0.00


What is the orbital gap in the third record? 10.55 eV


Which formula does entry 4 have? C19H21FN2O3S


The highest orbital gap belongs to which entry? C3H6N2O


Number 1 is which compound? C39H41Cl7N5O2Tl